(1)
Below is C4H3Cl2NS in the gas phase at a distorted geometry, with properties calculated with the ωB97M-V functional and the def2-TZVPD basis.

Properties
Charge: 0
Kohn-Sham gap: 0.3016 hartree

Last column: natural (NBO) charge in e.
Cartesian coordinates (Å):
C -0.8972 0.0794 1.0256  -0.4360
C -0.2238 0.7603 -0.1379  -0.1320
C 0.9672 -0.1293 -0.3978  -0.3851
C 2.0147 0.1052 0.5859  0.2492
H -0.2582 -0.5343 1.6227  0.2325
H -1.5525 0.5798 1.7083  0.2553
H 1.2524 0.2644 -1.3114  0.2724
N 2.8562 0.6890 1.3565  -0.2480
S -0.3670 2.2304 -0.7327  0.2421
Cl -2.3705 -0.7615 0.3656  -0.0506
Cl 0.9158 -1.9274 -0.7331  0.0002

Forces on the atoms, in the same order (eV/Å):
-2.933 0.758 -0.081
-0.040 -1.275 2.836
0.927 -0.780 -0.967
7.069 5.858 6.545
0.390 -0.841 -0.158
0.864 1.719 0.504
1.535 0.467 -1.893
-7.160 -5.374 -6.456
-0.254 -0.265 -0.175
0.315 -1.035 -0.583
-0.712 0.768 0.429

***

(2)
Below is a molecular structure, C10H29N2O5Zn at a distorted geometry, with properties calculated with the ωB97M-V functional and the def2-TZVPD basis.

Properties
Charge: +1
Kohn-Sham gap: 0.3291 hartree

Last column: natural (NBO) charge in e.
Cartesian coordinates (Å):
Zn -1.1588 -0.1807 -0.5428  1.7065
O -2.7344 -0.4160 0.6293  -1.3192
H -2.7704 -1.3280 0.9149  0.4308
C -0.5532 -2.5134 2.6337  -0.6352
C -0.0616 -1.1489 2.2007  -0.0790
C 1.2546 -0.7546 2.8700  -0.0758
O 1.6336 0.5231 2.4100  -0.5789
C 2.9325 0.9479 2.7707  -0.2466
N 0.2316 -1.2262 0.7042  -0.9232
H -1.0633 -2.4547 3.5995  0.2420
H 0.2671 -3.2270 2.7545  0.2123
H -1.2987 -2.9691 1.9815  0.2203
H -0.8234 -0.3793 2.3178  0.2395
H 1.9973 -1.5207 2.6163  0.1666
H 1.1413 -0.6730 3.9568  0.1945
H 3.6585 0.3010 2.2656  0.1725
H 3.1048 0.9327 3.8502  0.1872
H 3.0538 1.9745 2.4334  0.1954
H 0.4802 -2.2035 0.5438  0.3743
H 1.1390 -0.7819 0.5545  0.3796
C 0.8929 3.5404 0.0548  -0.6384
C 0.2388 2.3059 -0.5663  -0.0791
C 1.2553 1.4416 -1.3168  -0.0817
O 0.6560 0.2347 -1.7568  -0.6008
C 1.5602 -0.4845 -2.5927  -0.2529
N -0.6105 1.5870 0.4145  -0.9195
H 0.1707 4.3282 0.2829  0.2340
H 1.5405 4.0993 -0.6315  0.2300
H 1.4798 3.2899 0.9374  0.2137
H -0.4458 2.6614 -1.3446  0.1936
H 2.1548 1.2723 -0.7078  0.1798
H 1.6122 2.0587 -2.1489  0.1958
H 1.9330 0.1971 -3.3629  0.1881
H 1.1086 -1.3692 -3.0261  0.2133
H 2.4591 -0.7771 -2.0368  0.1806
H -0.1029 1.5892 1.2995  0.4079
H -1.4127 2.1993 0.5396  0.4053
C -2.3170 -1.8068 -2.8132  -0.1165
C -3.1361 -0.5643 -2.6103  -0.1118
O -2.2214 0.5087 -2.1600  -0.7951
O -1.3405 -1.9572 -1.7588  -0.7702
H -1.8756 -2.0296 -3.7874  0.1999
H -3.0236 -2.6476 -2.7343  0.2014
H -3.8728 -0.5684 -1.8079  0.2485
H -3.6078 -0.2098 -3.5266  0.2038
H -1.9969 1.0046 -2.9553  0.5004
H -1.5287 -2.8062 -1.3485  0.5064

Forces on the atoms, in the same order (eV/Å):
-0.732 -0.542 1.747
0.490 0.098 -0.736
-0.270 -0.209 0.190
-0.323 -0.139 0.978
0.612 -0.027 -1.292
-0.530 0.125 0.668
-0.413 0.400 -0.612
0.162 -0.316 -0.102
0.865 -0.623 0.795
0.191 0.068 0.025
0.047 0.067 -0.111
0.096 0.289 -0.337
-0.051 -0.094 0.134
0.214 0.068 0.121
-0.003 -0.440 0.046
0.199 0.144 0.178
-0.115 -0.155 0.018
-0.028 -0.020 -0.103
-0.342 0.012 -0.227
-0.229 0.369 -0.027
0.237 0.610 -0.528
-0.091 0.827 -0.429
0.128 0.703 0.764
0.419 0.269 -0.315
0.761 0.327 -0.005
0.834 1.062 -0.673
-0.289 -0.443 0.422
0.217 -0.539 -0.136
-0.065 -0.017 0.093
-0.084 -0.049 0.061
-0.152 -0.417 0.148
-0.139 -0.235 -0.234
-0.246 -0.181 -0.247
-0.348 0.103 0.098
-0.188 -0.130 0.200
-0.144 -0.439 0.033
-0.217 -0.409 0.270
-1.071 -1.906 0.322
0.664 1.698 0.232
-0.774 -0.034 -1.242
-0.245 -0.239 -0.807
0.356 0.991 0.003
0.004 0.151 0.129
0.118 -0.699 -0.012
-0.071 -0.291 -0.041
0.382 0.120 0.260
0.164 0.095 0.279

***

(3)
Below is 3 unconnected molecules or ions with the total composition C7H20BrNO5S3 at a distorted geometry, with properties calculated with the ωB97M-V functional and the def2-TZVPD basis.

Properties
Charge: 0
Kohn-Sham gap: 0.3362 hartree

Last column: natural (NBO) charge in e.
Cartesian coordinates (Å):
C 0.2250 2.0884 -2.8531  -0.6504
C -0.6225 2.8710 -1.8273  -0.2447
Br 0.5811 3.6842 -0.4963  -0.0246
C -1.5084 3.9856 -2.4450  -0.1210
O -1.9365 3.7313 -3.7820  -0.6767
S -2.9180 2.3752 -3.8611  1.6633
O -3.0018 2.1547 -5.3230  -0.8790
O -4.4456 2.8458 -3.3078  -0.5558
N -4.7255 2.2718 -2.0616  -0.5021
H 1.1098 1.6294 -2.4106  0.2661
H 0.5155 2.7894 -3.6494  0.2122
H -0.3584 1.2692 -3.2983  0.2207
H -1.2656 2.1635 -1.2934  0.2120
H -0.9664 4.9374 -2.4353  0.2225
H -2.3854 4.1220 -1.7899  0.1739
H -4.3753 1.3183 -1.9987  0.3432
H -4.2787 2.8250 -1.3367  0.3370
C 3.6860 0.4138 0.3234  -0.8315
S 2.3369 -0.7560 0.0754  1.2633
O 1.3685 -0.1142 -0.8646  -1.0072
C 1.6511 -0.6036 1.7311  -0.8242
H 4.2334 0.5073 -0.6132  0.2361
H 3.2847 1.3866 0.6102  0.2310
H 4.3539 0.0362 1.0979  0.2251
H 1.3850 0.4381 1.9244  0.2187
H 2.3822 -0.9496 2.4590  0.2290
H 0.7655 -1.2239 1.7896  0.2619
C 1.1329 -4.1566 4.6638  -0.8301
S 1.3248 -4.6100 2.9303  1.2552
O 1.3170 -3.3434 2.1397  -1.0012
C -0.3035 -5.3594 2.7520  -0.8290
H 2.0321 -3.6308 4.9798  0.2401
H 0.2674 -3.5041 4.7823  0.2304
H 1.0112 -5.0592 5.2628  0.2304
H -1.0754 -4.6286 2.9945  0.2308
H -0.3790 -6.2234 3.4125  0.2294
H -0.4180 -5.6814 1.7188  0.2448

Forces on the atoms, in the same order (eV/Å):
-0.192 0.581 -0.236
0.172 -0.725 -0.583
-0.444 -0.039 -0.115
0.181 0.225 1.091
-1.053 -0.812 0.169
0.671 -0.378 -2.515
-0.287 0.639 2.678
0.915 0.315 -0.940
-0.411 -0.070 0.847
-0.241 0.133 0.125
0.078 -0.345 0.123
0.059 0.313 0.082
0.356 0.218 0.215
-0.108 -0.251 -0.359
0.221 0.116 -0.198
0.059 0.045 -0.282
0.071 0.023 -0.089
0.007 0.138 0.002
-0.065 -0.046 0.066
0.103 0.017 0.156
-0.080 0.519 0.020
-0.055 -0.058 -0.014
-0.066 -0.034 -0.024
-0.022 -0.048 -0.012
0.098 0.042 -0.157
-0.004 -0.097 -0.045
0.044 -0.092 -0.072
-0.064 0.060 0.049
-0.009 0.031 -0.082
-0.090 -0.469 0.283
-0.086 0.021 0.008
0.022 -0.029 -0.079
0.002 -0.006 -0.072
0.024 -0.016 -0.034
0.060 0.045 0.000
0.048 0.002 -0.006
0.086 0.031 0.000

***

(4)
Below is a molecular structure, C36H33F9KO7P at a distorted geometry, with properties calculated with the ωB97M-V functional and the def2-TZVPD basis.

Properties
Charge: 0
Kohn-Sham gap: 0.2998 hartree

Last column: Löwdin charge in e.
Cartesian coordinates (Å):
K -0.3731 0.3600 -0.0122  0.9068
C 1.1000 -1.7131 1.7041  -0.1682
C 1.6740 -2.2580 0.4027  -0.1507
O 1.3045 -1.4654 -0.7165  -0.2252
C 0.7180 -2.1280 -1.8203  -0.1753
C -0.6736 -2.6697 -1.5543  -0.1784
O -1.5857 -1.6144 -1.2979  -0.1907
C -2.7926 -2.0505 -0.7016  -0.1856
C -3.4963 -0.9036 0.0019  -0.1732
O -2.7258 -0.2893 1.0135  -0.1922
C -2.5003 -1.0304 2.2037  -0.1605
C -1.0303 -0.9859 2.5857  -0.1755
O -0.3196 -1.7494 1.6180  -0.1943
H 1.4664 -0.6957 1.8743  0.1130
H 1.4398 -2.3610 2.5219  0.1386
H 1.3505 -3.2922 0.2525  0.1295
H 2.7656 -2.2531 0.4846  0.1381
H 1.3620 -2.9492 -2.1578  0.1377
H 0.6850 -1.3892 -2.6229  0.1325
H -0.6529 -3.3412 -0.6883  0.1229
H -1.0026 -3.2446 -2.4294  0.1394
H -2.5688 -2.8452 0.0204  0.1223
H -3.4631 -2.4720 -1.4622  0.1375
H -4.4417 -1.2793 0.4136  0.1360
H -3.7367 -0.1108 -0.7077  0.1368
H -2.8028 -2.0736 2.0757  0.1296
H -3.1011 -0.5928 3.0071  0.1367
H -0.8962 -1.4233 3.5825  0.1395
H -0.6868 0.0572 2.6203  0.1188
O 3.8197 1.3107 2.4995  0.0588
C 3.1406 2.2952 3.1535  -0.2633
C 3.7735 2.9728 4.1946  -0.0378
C 3.1251 3.9804 4.8838  -0.0910
C 1.8210 4.3154 4.5532  -0.0928
C 1.1936 3.6330 3.5261  -0.0298
C 1.8255 2.6276 2.7981  -0.0727
C 1.0721 2.0344 1.6108  -0.7010
O -0.1372 2.3466 1.5122  -0.1154
O 1.7357 1.3318 0.8085  -0.1498
H 4.7178 1.2937 2.8497  0.1027
H 4.7944 2.7120 4.4519  0.1137
H 3.6458 4.5011 5.6776  0.1042
H 1.3024 5.1000 5.0884  0.0974
H 0.1792 3.8669 3.2306  0.1143
F 0.2741 7.3538 -6.7248  0.1368
C 0.0008 7.5749 -5.4216  -0.5826
F -1.3061 7.8670 -5.3359  0.1366
F 0.6802 8.6855 -5.0717  0.1406
C 0.3900 6.3985 -4.5754  -0.1219
C 1.7158 5.9783 -4.6029  -0.0044
C 2.1043 4.9001 -3.8330  -0.0640
C 1.1784 4.2271 -3.0337  -0.3695
C -0.1428 4.6621 -3.0156  -0.0749
C -0.5408 5.7485 -3.7840  -0.0034
P 1.5846 2.8082 -1.9722  1.1284
C 2.9855 3.4575 -1.0127  -0.3432
C 2.6329 4.2791 0.0566  -0.0709
C 3.5944 4.7769 0.9199  0.0056
C 4.9240 4.4438 0.7139  -0.1220
C 5.2907 3.6397 -0.3559  -0.0032
C 4.3261 3.1537 -1.2187  -0.0586
C 5.9956 4.9221 1.6428  -0.5733
F 5.5280 5.6561 2.6615  0.1393
F 6.9178 5.6748 1.0050  0.1343
F 6.6810 3.8810 2.1874  0.1178
C 2.3212 1.5766 -3.0792  -0.3534
C 2.1227 1.5273 -4.4547  -0.0578
C 2.5713 0.4397 -5.1938  -0.0050
C 3.2261 -0.5978 -4.5555  -0.1300
C 3.4325 -0.5616 -3.1780  -0.0141
C 2.9691 0.5091 -2.4404  -0.0945
C 3.7119 -1.7932 -5.3151  -0.5790
F 3.3747 -1.7570 -6.6144  0.1354
F 5.0520 -1.9212 -5.2556  0.1405
F 3.2004 -2.9413 -4.8102  0.1247
H 2.4399 6.4942 -5.2200  0.1271
H 3.1370 4.5729 -3.8416  0.1159
H -0.8673 4.1572 -2.3896  0.1008
H -1.5684 6.0835 -3.7625  0.1198
H 1.5885 4.4961 0.2525  0.1185
H 3.2986 5.3819 1.7665  0.1248
H 6.3323 3.3912 -0.5170  0.1259
H 4.6335 2.5325 -2.0481  0.1043
H 1.6166 2.3428 -4.9548  0.1043
H 2.4083 0.4071 -6.2621  0.1200
H 3.9309 -1.3840 -2.6797  0.1313
H 3.0710 0.5080 -1.3620  0.1092

Forces on the atoms, in the same order (eV/Å):
-0.480 0.504 -0.834
0.020 -0.178 -0.086
0.018 -0.129 0.055
-0.034 0.047 0.102
-0.018 -0.131 0.022
-0.025 -0.105 0.003
0.023 0.081 0.001
0.023 -0.160 0.070
-0.076 -0.134 0.006
0.145 0.060 -0.026
0.026 -0.084 0.129
-0.078 -0.215 0.004
-0.129 -0.031 -0.122
-0.016 0.007 -0.039
0.052 0.073 0.023
-0.018 -0.018 0.065
-0.015 -0.012 0.029
-0.070 -0.044 -0.030
0.000 0.016 -0.016
-0.010 -0.024 -0.019
0.042 -0.032 0.019
-0.002 0.010 -0.001
-0.028 0.020 0.041
0.001 -0.021 -0.061
0.033 -0.007 -0.015
-0.003 -0.003 0.019
0.045 -0.018 0.010
-0.048 0.048 0.007
0.051 -0.051 -0.030
0.003 -0.039 -0.064
-0.044 0.013 0.031
-0.034 0.041 -0.031
0.048 0.023 0.033
-0.037 0.064 0.052
-0.034 -0.051 -0.071
0.081 -0.043 0.029
0.784 0.576 0.392
-0.140 -0.066 0.043
0.049 -0.086 0.165
-0.017 -0.005 -0.006
0.035 -0.018 -0.003
-0.013 0.007 0.004
-0.001 -0.003 -0.003
-0.002 0.027 0.026
-0.020 0.022 0.062
0.012 0.085 -0.085
0.028 -0.014 0.003
-0.033 -0.058 -0.016
-0.058 -0.012 0.034
0.068 -0.034 0.016
0.005 -0.032 0.050
-0.044 0.101 -0.269
0.078 0.040 -0.066
-0.003 0.060 -0.050
-0.569 -0.147 0.388
0.025 0.171 0.118
0.067 -0.012 0.016
-0.007 -0.021 -0.044
-0.053 0.020 0.034
0.089 0.039 -0.012
0.028 0.040 -0.056
0.236 -0.066 0.128
-0.020 -0.041 -0.050
-0.050 -0.038 0.010
-0.134 0.136 -0.052
0.180 -0.140 0.049
0.049 0.066 0.083
-0.021 0.049 -0.031
0.026 -0.026 0.089
-0.031 0.017 -0.021
-0.013 -0.025 -0.176
0.004 -0.123 -0.064
0.024 0.012 0.045
-0.040 0.010 0.003
0.026 0.063 -0.009
-0.025 0.032 -0.018
0.024 0.017 -0.012
0.021 -0.041 0.023
0.011 0.020 -0.018
-0.019 -0.025 -0.028
0.040 0.001 0.016
0.007 0.012 0.027
-0.036 -0.064 -0.029
-0.021 -0.006 -0.036
0.010 -0.019 0.000
0.010 -0.018 -0.027
0.018 0.043 0.052

***

Calculated values (eV) of highest occupied orbital energy for the records, taken in order: -10.0; -11.4; -8.7; -8.1.